{"formula": "C25H57BN8O10", "method": "ωB97M-V/def2-TZVPD", "relative_energy_ev": 0.000, "largest_force_ev_per_a": 2.08, "charge": -2, "energy_ha": -2202.0998, "homo_energy_ev": 1.11, "gap_ev": 1.90, "lumo_ev": 3.01, "symbols": ["C", "C", "O", "N", "C", "B", "C", "O", "O", "H", "H", "H", "H", "H", "H", "H", "H", "C", "C", "O", "N", "C", "H", "H", "H", "H", "H", "H", "H", "C", "C", "O", "N", "C", "H", "H", "H", "H", "H", "H", "H", "C", "C", "O", "N", "C", "H", "H", "H", "H", "H", "H", "H", "C", "C", "O", "N", "C", "H", "H", "H", "H", "H", "H", "H", "C", "C", "O", "N", "C", "H", "H", "H", "H", "H", "H", "H", "C", "C", "O", "N", "C", "H", "H", "H", "H", "H", "H", "H", "C", "C", "O", "N", "C", "H", "H", "H", "H", "H", "H", "H"], "xyz": [[-2.25317, -1.54370, 1.42465], [-2.30129, -0.62333, 0.18823], [-1.68798, -1.01525, -0.80572], [-2.94263, 0.61988, 0.12945], [-2.48629, 1.55745, 1.15735], [-4.50052, 0.54021, -0.02241], [-5.28264, -0.34748, 1.13491], [-5.63513, 0.21553, 2.22120], [-5.53767, -1.60884, 0.95095], [-2.36350, -0.95620, 2.35835], [-3.07169, -2.28965, 1.31864], [-1.30552, -2.12055, 1.50060], [-3.22688, 2.35164, 1.36191], [-1.59024, 2.10723, 0.73263], [-2.12267, 1.08074, 2.09840], [-4.74963, 0.03573, -1.10811], [-4.94332, 1.65115, 0.05161], [-1.11102, -5.98224, -2.03744], [-0.58266, -4.94930, -1.07176], [-1.07669, -4.77580, 0.02553], [0.48050, -4.19540, -1.46297], [1.21423, -4.23949, -2.70973], [-1.95446, -6.49419, -1.58080], [-1.45323, -5.50167, -2.95546], [-0.33787, -6.71991, -2.26494], [0.76659, -3.52496, -0.76595], [2.26063, -4.45799, -2.48151], [1.15091, -3.25761, -3.18477], [0.82623, -4.99400, -3.38833], [4.77452, -1.37235, -0.44349], [4.47985, -2.82716, -0.18273], [4.47363, -3.65910, -1.08064], [4.21365, -3.20193, 1.09458], [4.17023, -2.37515, 2.28559], [4.96421, -1.23328, -1.50490], [3.91909, -0.75654, -0.16120], [5.66114, -1.06006, 0.11117], [4.02462, -4.18789, 1.19040], [4.90308, -2.75315, 3.00185], [3.17563, -2.45013, 2.72787], [4.38706, -1.33493, 2.06446], [-6.01242, 3.76269, -2.15246], [-4.72191, 3.89986, -1.38410], [-4.54101, 3.35299, -0.31771], [-3.71904, 4.66058, -1.92230], [-3.70299, 5.38774, -3.17170], [-6.69033, 3.12500, -1.58987], [-6.48210, 4.74139, -2.28519], [-5.82694, 3.29977, -3.12373], [-2.89367, 4.68651, -1.34538], [-2.88603, 4.99689, -3.78173], [-3.51350, 6.44475, -2.95610], [-4.63763, 5.29489, -3.71916], [1.09153, 3.59852, -2.08565], [-0.12063, 3.01617, -2.76717], [-0.98030, 3.72035, -3.29028], [-0.25246, 1.67174, -2.78663], [0.62983, 0.66767, -2.22947], [1.05056, 4.68330, -2.15072], [1.10081, 3.31470, -1.03217], [2.00464, 3.25880, -2.57369], [-1.09066, 1.35883, -3.25457], [0.96241, 0.00719, -3.03531], [0.06532, 0.07919, -1.50030], [1.49689, 1.11297, -1.74704], [-5.27164, 2.08483, 4.75933], [-4.78529, 1.73007, 6.13697], [-3.59770, 1.67761, 6.43100], [-5.72743, 1.45762, 7.08959], [-7.16729, 1.46221, 6.94805], [-4.41907, 2.27198, 4.11298], [-5.84725, 1.25843, 4.32959], [-5.88254, 2.99109, 4.79966], [-5.33414, 1.22802, 7.98847], [-7.58863, 2.18675, 7.65185], [-7.54892, 0.46890, 7.19630], [-7.47183, 1.72111, 5.93889], [4.25063, 6.98863, -0.69226], [3.84298, 5.56265, -0.41559], [3.80360, 4.71804, -1.29444], [3.51151, 5.23237, 0.86150], [3.49253, 6.08108, 2.03601], [4.48183, 7.09206, -1.74952], [3.43418, 7.67015, -0.44779], [5.14058, 7.24722, -0.11551], [3.24902, 4.26396, 0.96775], [4.17406, 5.66506, 2.78111], [2.48217, 6.08570, 2.44891], [3.79092, 7.09917, 1.80488], [6.05990, -5.90288, -2.42076], [6.95527, -7.02695, -2.87188], [7.63501, -6.95723, -3.88602], [6.99281, -8.15308, -2.10523], [6.26968, -8.42920, -0.87982], [6.13381, -5.07967, -3.12550], [5.02207, -6.23584, -2.38795], [6.36871, -5.54399, -1.43906], [7.61172, -8.86216, -2.46627], [6.99036, -8.63123, -0.08410], [5.65277, -9.31802, -1.02813], [5.63617, -7.59732, -0.58809]], "forces_ev_per_angstrom": [[-0.0675, 0.2411, 0.4224], [0.7993, 0.2419, -0.5348], [-0.0015, -0.4592, -0.0939], [0.5389, -0.0963, 1.2778], [0.8773, 0.2832, -0.3131], [-1.3004, -0.6297, 0.0120], [-0.2850, -1.8287, 0.1874], [0.0334, 0.5727, 0.4735], [0.3698, 1.0147, -0.0921], [-0.3472, -0.4927, -0.4590], [0.2038, 0.7501, 0.1736], [-0.3987, 0.4755, -0.4068], [0.1559, -0.7871, -0.0138], [-0.3523, -0.2555, 0.4132], [-0.4220, 0.2813, -0.2694], [0.0365, -0.1182, -0.4281], [0.0258, -1.0764, 0.0332], [-0.0476, -0.0718, -0.0773], [-0.1137, 0.4112, 0.3959], [0.0328, -0.3901, 0.0598], [0.0002, -0.4352, -0.1237], [0.1395, 0.3537, 0.4810], [0.0404, 0.1284, 0.0869], [0.0869, -0.0856, -0.0543], [-0.0148, 0.0454, -0.1562], [-0.1547, 0.1188, -0.0994], [0.0641, 0.0079, -0.2916], [0.0788, -0.1064, -0.2179], [-0.0880, 0.0125, 0.0844], [-0.0008, 0.0352, -0.0764], [-0.1054, -0.2535, -0.0843], [0.0561, 0.0478, -0.0057], [0.2100, 0.2327, -0.2275], [-0.1666, -0.5139, 0.0475], [-0.0419, -0.1182, 0.0359], [0.0994, 0.0690, 0.0777], [-0.1011, 0.1086, 0.0674], [-0.0954, 0.0582, 0.0207], [-0.0115, 0.1971, 0.1042], [0.0504, 0.2033, 0.1031], [-0.0167, -0.0571, -0.0761], [-0.1354, 0.0214, -0.0324], [0.3823, -0.2450, 0.6303], [-0.1722, 2.0590, -0.2455], [-0.4129, 0.2707, -0.3637], [0.5613, -0.1940, 0.3136], [0.1933, -0.0509, 0.0716], [0.0162, -0.0119, -0.1665], [-0.0530, 0.0958, -0.0386], [0.0562, -0.1431, -0.1562], [-0.0713, 0.1589, -0.1862], [-0.0852, 0.0955, -0.2750], [-0.0616, -0.0592, 0.1555], [-0.1156, 0.0580, -0.0414], [-0.4970, -0.4477, -0.0683], [0.2238, 0.3705, -0.0696], [0.3912, 0.5031, -0.1997], [-0.4136, -0.2296, 0.0767], [-0.0713, -0.0574, -0.0632], [0.1418, -0.0777, -0.0414], [0.0553, -0.0204, 0.1903], [-0.1166, -0.1000, 0.3301], [0.1693, -0.0588, 0.1022], [0.0574, -0.0707, -0.0449], [-0.0235, 0.1242, -0.1011], [0.0379, -0.0395, 0.2001], [0.3098, 0.1150, -0.3592], [-0.1027, 0.0264, 0.2449], [0.0194, 0.1221, -0.0756], [0.2971, -0.1357, 0.4400], [-0.0499, -0.1639, -0.0069], [0.0864, 0.0763, -0.3360], [-0.1148, -0.0715, -0.0293], [-0.0291, -0.0412, -0.0503], [-0.2205, 0.0007, -0.1059], [-0.2301, 0.0547, -0.1332], [0.1209, -0.0533, -0.0046], [0.0125, 0.0734, -0.0520], [-0.1126, -0.4040, -0.0967], [0.2278, 0.1616, -0.0290], [0.1901, 0.2631, -0.1788], [-0.1834, -0.5256, 0.0071], [-0.0486, -0.1342, 0.0341], [0.1066, 0.0650, 0.0901], [-0.0933, 0.1188, 0.0606], [-0.0677, 0.0538, 0.0116], [-0.0130, 0.2084, 0.1171], [0.0671, 0.1828, 0.1263], [-0.0017, -0.0556, -0.0729], [0.1292, -0.1084, -0.1155], [0.1233, 0.0905, -0.2863], [-0.0031, -0.0411, 0.0665], [-0.0888, 0.2329, -0.0071], [0.3405, -0.3413, -0.2440], [0.0424, -0.0814, 0.0069], [-0.0043, 0.1178, 0.2015], [-0.2310, 0.0068, 0.0364], [-0.0366, 0.0147, 0.0252], [-0.1794, 0.0309, 0.1637], [-0.1295, 0.0650, 0.2061], [0.0439, 0.0102, -0.0875]], "lowdin_charge": [-0.016, -0.481, -0.022, -0.085, -0.121, -0.480, -0.673, -0.174, -0.218, 0.064, 0.085, 0.055, 0.062, 0.056, 0.065, 0.044, 0.035, -0.018, -0.555, 0.046, 0.016, -0.081, 0.079, 0.083, 0.073, 0.136, 0.060, 0.080, 0.069, -0.004, -0.540, 0.011, 0.009, -0.072, 0.084, 0.088, 0.082, 0.139, 0.078, 0.091, 0.074, -0.008, -0.530, 0.011, 0.006, -0.108, 0.087, 0.069, 0.080, 0.129, 0.052, 0.068, 0.065, -0.029, -0.541, -0.003, 0.038, -0.077, 0.074, 0.079, 0.073, 0.150, 0.074, 0.057, 0.065, -0.011, -0.546, 0.002, -0.015, -0.095, 0.082, 0.068, 0.080, 0.123, 0.068, 0.076, 0.077, -0.014, -0.550, 0.027, 0.009, -0.080, 0.081, 0.084, 0.079, 0.142, 0.080, 0.087, 0.069, -0.023, -0.553, 0.017, -0.005, -0.082, 0.086, 0.086, 0.077, 0.133, 0.078, 0.080, 0.074]}


{"formula": "C4H7NO", "method": "ωB97M-V/def2-TZVPD", "relative_energy_ev": 2.910, "largest_force_ev_per_a": 0.89, "energy_ha": -286.5247, "homo_energy_ev": -9.77, "gap_ev": 10.70, "smiles": "O[C@H]1C[C@H]2N[C@@H]12", "lumo_ev": 0.93, "symbols": ["O", "C", "C", "C", "N", "C", "H", "H", "H", "H", "H", "H", "H"], "xyz": [[-0.13657, -1.16353, -1.71879], [0.36244, -0.12991, -0.91720], [-0.64657, 0.83321, -0.25528], [0.19974, 0.75595, 1.01668], [-0.01027, -0.58430, 1.51527], [0.97250, -0.41643, 0.45477], [-0.89479, -1.53859, -1.25336], [1.10595, 0.40296, -1.52063], [-1.56993, 0.25919, -0.02983], [-0.85904, 1.78282, -0.75027], [0.43417, 1.57615, 1.69241], [-0.91517, -0.91819, 1.16532], [1.95753, -0.85933, 0.60092]], "forces_ev_per_angstrom": [[-0.1830, -0.2393, 0.0623], [0.0577, 0.1759, 0.0565], [-0.2364, 0.0044, -0.0984], [-0.0545, 0.1202, 0.1545], [-0.2444, -0.2861, 0.0429], [0.2655, -0.0757, -0.1172], [0.1016, -0.1146, -0.1864], [-0.2080, -0.0305, 0.1017], [-0.0044, 0.7671, -0.4495], [0.0830, -0.1886, 0.0846], [0.1841, -0.3465, -0.1601], [0.3929, -0.2180, 0.3521], [-0.1539, 0.4317, 0.1571]], "lowdin_charge": [-0.012, -0.356, -0.079, -0.229, 0.042, -0.184, 0.088, 0.153, 0.112, 0.111, 0.133, 0.087, 0.134]}


{"formula": "C3H2N2O2", "method": "ωB97M-V/def2-TZVPD", "relative_energy_ev": 3.233, "largest_force_ev_per_a": 3.36, "energy_ha": -375.3927, "homo_energy_ev": -8.74, "gap_ev": 7.53, "smiles": "N=C=C=O.N=C=O", "lumo_ev": -1.21, "symbols": ["N", "C", "C", "O", "H", "N", "C", "O", "H"], "xyz": [[-2.35169, 0.79314, -0.43301], [-1.93304, 0.10263, -1.34987], [-2.02778, -0.60602, -2.39593], [-1.61686, -1.42900, -3.09257], [-3.43484, 0.95575, -0.37062], [1.20762, -0.69432, 0.88353], [1.22587, -1.33157, -0.15876], [1.33497, -1.91371, -1.14170], [1.04265, 0.26007, 0.95628]], "forces_ev_per_angstrom": [[-2.4914, 1.2247, 1.8518], [-0.0187, 2.4384, 2.3103], [0.1026, -2.1707, -1.7586], [0.1673, -1.1408, -1.9059], [2.2928, -0.3660, -0.4853], [0.2285, -2.8169, -0.7216], [0.2426, 2.3894, 1.6282], [-0.1077, -1.2560, -0.9688], [-0.4160, 1.6978, 0.0499]], "lowdin_charge": [0.113, -0.190, -0.210, 0.172, 0.121, 0.173, -0.404, 0.177, 0.049]}